Entry 1:
The following is a quantum chemistry calculation of 2 unconnected molecules or ions with the total composition C4H12S, from the Open Molecules 2025 dataset.

Last column: Mulliken charge in e.
Element x y z (Å)
C 0.839 -0.459 2.536  -0.7776
C 2.331 -0.318 1.935  -0.7420
H 0.169 -0.621 1.795  0.2046
H 0.892 -1.525 2.922  0.2399
H 0.580 0.188 3.272  0.3274
H 2.342 -0.449 0.827  0.2219
H 2.625 0.766 2.086  0.2100
H 3.067 -0.834 2.508  0.3239
C -1.703 1.722 -1.833  -0.9218
C -1.021 -1.063 -2.061  -0.8522
S -0.672 0.463 -1.183  0.0171
H -1.840 1.726 -2.955  0.2652
H -2.699 1.623 -1.433  0.2932
H -1.444 2.674 -1.453  0.3066
H -2.026 -1.421 -1.774  0.2835
H -0.166 -1.663 -2.061  0.3249
H -1.274 -0.809 -3.129  0.2753

Properties
net charge = 0
structure (SMILES) = CSC.CC
DFT total energy = -557.72286 hartree



Entry 2:
The following is a quantum chemistry calculation of 2 unconnected molecules or ions with the total composition C4H11N2O, from the Open Molecules 2025 dataset.

Last column: Mulliken charge in e.
Element x y z (Å)
C -3.149 -1.006 0.203  -0.7754
C -1.956 -0.475 0.386  0.3174
C 1.289 0.975 -0.535  -0.1741
C 1.760 -1.315 0.329  -0.8296
N 1.274 2.247 -0.490  -0.2397
N 1.791 0.093 0.401  0.0415
O -1.510 0.774 -0.182  -0.4317
H -3.883 -0.470 -0.471  0.2130
H -3.390 -2.010 0.655  0.2354
H -1.086 -0.936 0.964  0.2224
H 0.883 0.490 -1.486  0.2773
H 0.921 -1.769 -0.237  0.3539
H 2.561 -1.823 -0.322  0.3328
H 1.937 -1.797 1.336  0.3564
H 1.234 2.751 -1.343  0.2793
H 1.389 2.918 0.322  0.2464
H 2.144 0.461 1.309  0.3218
H -2.210 0.893 -0.837  0.2528

Properties
net charge = +1
2S+1 = 3
DFT total energy = -343.28977 hartree



Entry 3:
The following is a quantum chemistry calculation of a gas-phase ion, CH5O4P2 (charge -1), from the Open Molecules 2025 dataset.

Last column: Mulliken charge in e.
Element x y z (Å)
C -1.097 0.528 1.398  -1.0270
O 1.168 -1.018 1.169  -0.8012
O -0.820 -1.526 -0.414  -0.8348
O 2.261 0.342 -0.963  -0.4759
O 0.118 0.050 -2.541  -0.4210
P 0.723 0.954 -1.360  0.0493
P 0.003 -0.489 0.287  0.7832
H -1.212 1.319 0.746  0.3134
H -1.938 -0.140 1.548  0.2748
H -0.755 0.890 2.333  0.3164
H 1.930 -0.185 -0.139  0.4164
H -0.382 -0.725 -2.063  0.4064

Properties
net charge = -1
structure (SMILES) = C[P@@](=O)([O-])P(O)O
DFT total energy = -1024.93125 hartree



Entry 4:
The following is a quantum chemistry calculation of a molecular structure, C31H26Br2FeIN7O3S2, from the Open Molecules 2025 dataset.

Last column: Mulliken charge in e.
Element x y z (Å)
Fe 0.440 -0.056 -0.019  -0.2438
C -2.192 6.028 3.357  -1.5015
C -1.734 4.600 3.301  0.8205
C -2.160 3.761 2.268  -0.8352
C -1.772 2.436 2.220  -0.3544
C -0.940 1.939 3.217  -0.2532
C -0.512 2.743 4.257  -0.4230
C -0.912 4.072 4.289  -0.7923
S -0.457 0.248 3.131  1.0612
O 0.300 -0.076 4.307  -0.7338
O -1.604 -0.516 2.752  -0.6785
N 0.569 0.171 1.858  0.3149
C 1.928 0.191 1.908  1.3486
C 2.770 0.687 2.913  -1.0268
C 4.111 0.723 2.615  -0.5325
C 4.580 0.294 1.359  -0.8519
C 3.679 -0.175 0.438  -0.4865
N 2.366 -0.273 0.719  0.2264
H -2.178 6.485 2.368  0.3599
H -1.563 6.620 4.019  0.3724
H -3.216 6.086 3.731  0.3299
H -2.821 4.158 1.504  0.4762
H -2.133 1.763 1.450  0.7937
H 0.115 2.328 5.034  0.4968
H -0.585 4.707 5.104  0.3922
H 2.362 1.032 3.848  0.5260
H 4.815 1.106 3.343  0.4443
H 5.630 0.331 1.114  0.4341
H 3.998 -0.522 -0.536  0.3801
Br -4.321 1.171 -0.904  -0.0792
C -3.013 0.502 -2.079  -0.0386
C -3.301 0.371 -3.450  -0.2535
C -2.346 -0.044 -4.343  0.1214
Br -2.775 -0.182 -6.176  -0.1733
C -1.037 -0.354 -3.897  0.7059
C 0.037 -0.796 -4.700  -0.8317
C 1.266 -1.033 -4.135  -1.0476
C 1.448 -0.811 -2.760  -0.2407
N 0.459 -0.407 -1.990  0.7025
C -0.775 -0.202 -2.526  0.3984
C -1.751 0.217 -1.580  -0.4871
O -1.383 0.352 -0.335  -0.3811
H -4.297 0.613 -3.793  0.5060
H -0.124 -0.943 -5.760  0.4752
H 2.100 -1.379 -4.728  0.4870
H 2.408 -0.967 -2.289  0.2195
N -1.173 3.081 -1.300  -0.0897
C 0.067 2.728 -1.598  0.3580
S 1.124 2.181 -0.339  -0.4501
N 0.525 2.802 -2.844  0.0403
C -0.182 3.135 -4.030  0.3469
C 0.178 2.459 -5.192  -0.2931
C -0.491 2.718 -6.375  -0.8268
C -1.521 3.648 -6.406  -0.5554
C -1.851 4.341 -5.253  -0.7860
C -1.179 4.099 -4.062  -0.3266
H -1.485 2.879 -0.362  -0.2932
H -1.870 3.244 -2.013  0.3256
H 1.453 2.420 -2.957  0.3156
H 0.974 1.725 -5.163  0.4891
H -0.208 2.189 -7.275  0.4254
H -2.051 3.842 -7.328  0.4360
H -2.628 5.093 -5.274  0.4309
H -1.401 4.713 -3.198  0.6941
I -2.343 -5.469 0.233  0.1420
C -0.951 -3.966 0.392  -1.0029
C 0.324 -4.053 0.908  -0.0339
N 0.868 -2.832 0.811  -0.2400
N 0.010 -1.955 0.271  0.9118
C -1.103 -2.631 0.010  -0.2517
H 0.864 -4.880 1.334  0.4808
H 1.767 -2.502 1.125  0.0614
H -1.968 -2.133 -0.391  0.5448

Properties
net charge = +1
2S+1 = 2
DFT total energy = -9311.63920 hartree



Entry 5:
The following is a quantum chemistry calculation of a molecular structure, C32H62MoN13O3S3, from the Open Molecules 2025 dataset.

Last column: Mulliken charge in e.
Element x y z (Å)
Mo 0.234 -0.647 0.991  -0.8234
C -2.975 -2.120 4.242  -1.1204
N -3.358 -0.925 3.495  0.5298
C -4.653 -0.362 3.902  -1.1565
C -2.613 -0.365 2.539  -1.4179
N -1.267 -0.432 2.547  1.7549
C -0.662 -0.358 3.898  -0.9815
C 0.755 0.159 3.785  -1.2546
N 1.481 -0.662 2.771  0.4924
C 2.755 -0.012 2.348  -1.0527
C 3.217 -0.623 1.045  -0.9423
N 2.091 -0.617 0.071  1.7852
C 2.453 -0.490 -1.262  -0.9581
N 1.734 -1.190 -2.172  0.9494
C 1.461 -0.684 -3.521  -1.1943
C 1.490 -2.611 -1.970  -0.9157
N 3.483 0.246 -1.648  0.4732
C 4.193 -0.009 -2.910  -1.1652
C 3.996 1.443 -0.971  -1.7945
C 1.701 -2.054 3.266  -1.5294
C 1.527 -3.095 2.178  -1.2710
N 0.362 -2.805 1.309  1.7163
C -0.206 -3.917 0.787  -0.9298
N 0.452 -5.091 0.702  0.4408
C 1.841 -5.242 0.273  -1.0148
C -0.220 -6.366 0.974  -1.1760
N -1.481 -3.907 0.340  0.5276
C -1.937 -4.803 -0.722  -1.2700
C -2.551 -3.199 1.022  -0.2903
N -3.235 0.269 1.513  1.0231
C -2.868 1.647 1.195  -1.1827
C -4.553 -0.138 1.036  -1.2894
H -3.842 -2.779 4.288  0.3976
H -2.678 -1.873 5.262  0.3612
H -2.166 -2.646 3.740  0.2480
H -4.668 -0.308 4.990  0.4085
H -5.480 -0.991 3.572  0.3932
H -4.771 0.643 3.509  0.3440
H -0.652 -1.332 4.388  0.4072
H -1.241 0.305 4.543  0.6034
H 1.275 0.116 4.746  0.4964
H 0.766 1.185 3.426  0.1589
H 3.511 -0.121 3.129  0.5927
H 2.543 1.046 2.210  0.1147
H 3.565 -1.645 1.192  0.2189
H 4.080 -0.070 0.697  0.8725
H 1.616 0.389 -3.545  0.2429
H 0.414 -0.900 -3.738  0.4085
H 2.072 -1.172 -4.281  0.4397
H 2.403 -3.195 -2.119  0.4272
H 0.759 -2.941 -2.705  0.4768
H 1.101 -2.805 -0.974  -0.2778
H 4.032 -1.029 -3.241  0.3606
H 5.255 0.131 -2.713  0.4441
H 3.879 0.703 -3.672  0.3299
H 3.309 1.790 -0.207  0.5091
H 4.072 2.230 -1.715  0.6083
H 4.983 1.240 -0.555  0.4485
H 0.999 -2.242 4.071  0.3860
H 2.703 -2.128 3.694  0.3681
H 1.405 -4.066 2.657  1.0165
H 2.435 -3.155 1.584  0.3203
H 2.245 -4.299 -0.082  0.1945
H 1.866 -5.953 -0.554  0.3613
H 2.466 -5.631 1.078  0.3568
H -1.188 -6.193 1.435  0.3287
H 0.397 -6.928 1.676  0.4152
H -0.342 -6.962 0.069  0.3951
H -1.090 -5.192 -1.280  0.3781
H -2.571 -4.228 -1.400  0.4233
H -2.529 -5.633 -0.334  0.4320
H -2.127 -2.444 1.668  -0.6303
H -3.150 -3.895 1.615  0.5471
H -3.200 -2.723 0.286  0.3572
H -1.808 1.798 1.375  -0.1380
H -3.450 2.344 1.805  0.3542
H -3.093 1.845 0.148  0.6434
H -5.340 0.554 1.345  0.4043
H -4.798 -1.133 1.399  0.4949
H -4.529 -0.158 -0.056  0.2968
C 0.348 3.803 0.883  -1.4146
S 0.630 2.369 -0.159  1.2898
C -1.545 3.290 -1.624  -2.0562
O 0.258 1.306 1.034  -0.6774
H -0.722 3.899 1.066  0.5119
H 0.776 4.678 0.410  0.3719
H 0.863 3.595 1.819  0.4819
H -1.273 3.332 -2.679  0.6236
H -1.239 4.219 -1.157  0.3753
H -2.628 3.190 -1.520  0.5820
N 0.281 8.443 -5.029  -0.4470
C 0.580 7.342 -4.307  1.1597
C 0.235 6.057 -4.778  -1.0065
C 0.553 4.940 -4.045  -0.3715
C 1.218 5.066 -2.822  -0.1610
C 1.559 6.333 -2.341  -0.4523
C 1.247 7.453 -3.073  -0.9885
S 1.614 3.655 -1.890  1.4848
O 2.789 3.950 -1.053  -0.7379
O 1.721 2.543 -2.860  -0.7704
N -0.908 2.153 -0.947  1.0824
C -1.270 0.913 -1.368  -0.7002
S -2.336 0.770 -2.717  -0.1362
C -2.312 -0.942 -2.560  -0.5225
C -1.523 -1.300 -1.536  -1.8721
N -0.936 -0.259 -0.825  2.0479
H -0.148 8.373 -5.933  0.1991
H 0.569 9.355 -4.725  0.1997
H -0.257 5.956 -5.738  0.3179
H 0.336 3.958 -4.447  0.4428
H 2.104 6.424 -1.409  0.4984
H 1.534 8.431 -2.708  0.3227
H -2.879 -1.575 -3.224  0.5107
H -1.322 -2.311 -1.217  0.1090

Properties
net charge = +3
2S+1 = 3
DFT total energy = -3455.97911 hartree



DFT total energy of number 4 (C31H26Br2FeIN7O3S2)?
-9311.63920 hartree



The highest net charge belongs to which entry?
C32H62MoN13O3S3



Repeat the third record exactly.
The following is a quantum chemistry calculation of a gas-phase ion, CH5O4P2 (charge -1), from the Open Molecules 2025 dataset.

Last column: Mulliken charge in e.
Element x y z (Å)
C -1.097 0.528 1.398  -1.0270
O 1.168 -1.018 1.169  -0.8012
O -0.820 -1.526 -0.414  -0.8348
O 2.261 0.342 -0.963  -0.4759
O 0.118 0.050 -2.541  -0.4210
P 0.723 0.954 -1.360  0.0493
P 0.003 -0.489 0.287  0.7832
H -1.212 1.319 0.746  0.3134
H -1.938 -0.140 1.548  0.2748
H -0.755 0.890 2.333  0.3164
H 1.930 -0.185 -0.139  0.4164
H -0.382 -0.725 -2.063  0.4064

Properties
net charge = -1
structure (SMILES) = C[P@@](=O)([O-])P(O)O
DFT total energy = -1024.93125 hartree



The highest net charge belongs to which entry?
C32H62MoN13O3S3